1.
C6H9N | ωB97M-V/def2-TZVPD

Calculated values
ΔE to the lowest compared entry with this formula, charge and spin = 3.257 eV
E_HOMO = -9.2 eV
SMILES = CC#CCN1CC1
Frontier orbital gap = 10.313 eV

```
! RIJCOSX wB97M-V def2-TZVPD def2/J DEFGRID3
* xyz 0 1
C -1.819 -0.335 -2.584
C -0.765 0.174 -1.724
C 0.108 0.615 -1.025
C 0.983 0.965 0.086
N 0.275 0.575 1.298
C 1.073 0.070 2.392
C 0.274 -0.851 1.545
H -1.711 -1.410 -2.752
H -1.775 0.193 -3.531
H -2.812 -0.156 -2.170
H 1.962 0.466 -0.017
H 1.186 2.038 0.113
H 0.715 0.353 3.378
H 2.156 0.049 2.264
H 0.818 -1.478 0.838
H -0.668 -1.269 1.888
*
```

---

2.
C27H61BeClN4O7 | ωB97M-V/def2-TZVPD

Calculated values
ΔE to the lowest compared entry with this formula, charge and spin = 1.847 eV
E_HOMO = -11.3 eV
Frontier orbital gap = 1.423 eV

```
! RIJCOSX wB97M-V def2-TZVPD def2/J DEFGRID3
* xyz 2 1
Be -6.596 11.181 7.099
N -10.925 13.614 5.733
H -10.376 13.133 6.464
H -11.904 13.747 5.996
H -10.965 12.919 4.982
H -10.521 14.502 5.444
Cl -9.341 10.972 8.679
O -8.833 9.760 8.047
O -8.240 11.393 9.529
O -9.420 11.978 7.598
O -10.526 10.810 9.438
C -10.878 16.215 13.109
C -10.550 14.806 13.608
C -10.870 13.727 12.559
C -9.815 13.752 11.455
C -8.565 13.352 12.211
C -8.043 14.393 13.214
N -9.186 14.601 14.163
O -8.849 15.596 15.107
C -6.946 13.673 13.986
C -7.487 15.657 12.546
C -11.473 14.470 14.814
H -10.555 16.378 12.082
H -10.528 16.981 13.803
H -11.956 16.394 13.132
H -11.050 12.771 13.046
H -11.825 14.067 12.143
H -9.786 14.725 10.962
H -10.043 13.061 10.646
H -7.772 13.253 11.453
H -8.599 12.324 12.576
H -6.344 13.035 13.338
H -6.394 14.297 14.687
H -7.458 12.932 14.611
H -8.235 16.155 11.924
H -7.195 16.381 13.305
H -6.674 15.419 11.859
H -10.901 13.982 15.599
H -12.401 13.965 14.552
H -11.761 15.425 15.267
H -8.582 15.058 15.861
C -17.026 12.358 11.768
C -16.586 11.375 12.860
C -17.115 9.978 12.440
C -16.345 9.338 11.277
C -14.877 9.325 11.655
C -14.233 10.664 12.100
N -15.133 11.316 13.033
O -14.587 12.403 13.720
C -12.899 10.312 12.754
C -14.039 11.594 10.852
C -17.261 11.720 14.175
H -18.052 12.712 11.892
H -16.919 12.043 10.733
H -16.453 13.281 11.914
H -17.187 9.232 13.235
H -18.160 10.154 12.173
H -16.371 9.888 10.335
H -16.546 8.272 11.179
H -14.279 9.099 10.766
H -14.682 8.548 12.396
H -13.049 9.461 13.417
H -12.159 10.071 11.992
H -12.483 11.112 13.366
H -14.563 12.537 10.990
H -12.971 11.817 10.798
H -14.370 11.214 9.885
H -16.776 11.211 15.007
H -18.312 11.440 14.166
H -17.224 12.809 14.250
H -14.738 12.158 14.643
C -4.812 8.486 5.983
C -4.025 9.043 7.208
C -2.833 9.701 6.537
C -1.924 10.538 7.519
C -2.919 11.427 8.238
C -4.095 10.764 8.958
N -4.870 9.966 8.000
O -5.986 9.363 8.614
C -3.616 9.939 10.169
C -4.980 11.861 9.545
C -3.562 7.794 7.954
H -5.564 7.764 6.312
H -4.142 7.850 5.408
H -5.186 9.320 5.385
H -2.129 8.988 6.107
H -3.026 10.361 5.687
H -1.189 11.082 6.927
H -1.304 9.858 8.108
H -3.363 11.936 7.366
H -2.474 12.273 8.762
H -4.175 9.046 10.449
H -2.589 9.591 10.037
H -3.486 10.541 11.068
H -5.453 12.463 8.734
H -5.902 11.506 10.014
H -4.477 12.519 10.247
H -4.366 7.256 8.472
H -2.759 8.013 8.652
H -3.254 6.961 7.322
H -5.628 8.722 9.251
*
```

---

Copy entry 1 word for word.
C6H9N | ωB97M-V/def2-TZVPD

Calculated values
ΔE to the lowest compared entry with this formula, charge and spin = 3.257 eV
E_HOMO = -9.2 eV
SMILES = CC#CCN1CC1
Frontier orbital gap = 10.313 eV

```
! RIJCOSX wB97M-V def2-TZVPD def2/J DEFGRID3
* xyz 0 1
C -1.819 -0.335 -2.584
C -0.765 0.174 -1.724
C 0.108 0.615 -1.025
C 0.983 0.965 0.086
N 0.275 0.575 1.298
C 1.073 0.070 2.392
C 0.274 -0.851 1.545
H -1.711 -1.410 -2.752
H -1.775 0.193 -3.531
H -2.812 -0.156 -2.170
H 1.962 0.466 -0.017
H 1.186 2.038 0.113
H 0.715 0.353 3.378
H 2.156 0.049 2.264
H 0.818 -1.478 0.838
H -0.668 -1.269 1.888
*
```

---

Question: Among the records above, which one has the highest frontier orbital gap?
Answer: C6H9N

---

Question: Among the records above, which one has the highest E_HOMO?
Answer: C6H9N